Entry 1:
The following is a DFT calculation (ωB97M-V/def2-TZVPD) of a molecular structure, C31H45F6Sn at a distorted geometry.

Values from the calculation:
LUMO energy, eV: 2.5407
Multiplicity: 1
Net charge: -1
HOMO energy, eV: -1.23
HOMO-LUMO gap, eV: 3.8

Structure (XYZ):
```
83
Properties=species:S:1:pos:R:3:lowdin_charge:R:1
C 2.111 -1.907 4.745 -0.155
C 2.881 -1.551 5.997 -0.610
C 2.421 -2.228 7.237 -0.159
C 3.329 -0.162 6.042 -0.323
Sn 4.604 0.708 7.637 1.287
C 6.164 1.543 6.433 -0.296
C 6.981 0.516 5.627 -0.507
C 8.334 0.233 6.277 -0.085
C 7.161 0.946 4.173 -0.075
C 3.993 2.374 8.937 -0.274
C 2.786 3.267 8.576 -0.511
C 3.050 4.117 7.326 -0.101
C 2.413 4.202 9.761 -0.103
C 5.410 -0.785 8.984 -0.272
C 4.984 -0.616 10.459 -0.528
C 5.993 0.216 11.247 -0.098
C 4.770 -1.969 11.143 -0.096
H 4.026 -0.074 10.469 0.097
H 1.148 -1.390 4.892 0.042
H 2.586 -1.539 3.821 0.057
H 1.914 -2.990 4.626 0.062
H 4.293 -2.839 5.579 0.032
H 1.404 -1.865 7.462 0.047
H 2.343 -3.322 7.167 0.051
H 3.089 -2.037 8.096 0.039
H 3.763 0.200 5.087 0.051
H 2.433 0.461 6.287 0.012
H 5.617 2.233 5.779 0.044
H 6.773 2.087 7.154 0.038
H 6.436 -0.442 5.603 0.102
H 8.885 1.170 6.420 0.078
H 8.241 -0.273 7.243 0.065
H 8.964 -0.428 5.661 0.058
H 7.814 1.825 4.104 0.082
H 7.599 0.129 3.581 0.056
H 6.203 1.206 3.709 0.076
H 3.814 1.927 9.926 0.030
H 4.908 2.986 9.009 0.054
H 1.935 2.589 8.381 0.121
H 3.882 4.810 7.512 0.079
H 3.302 3.494 6.460 0.064
H 2.175 4.725 7.049 0.074
H 3.255 4.878 9.984 0.075
H 1.539 4.828 9.533 0.066
H 2.166 3.630 10.670 0.070
H 5.118 -1.762 8.576 0.033
H 6.497 -0.664 8.863 0.036
H 6.978 -0.262 11.240 0.079
H 6.114 1.218 10.832 0.066
H 5.697 0.335 12.294 0.073
H 5.680 -2.583 11.133 0.080
H 4.462 -1.826 12.182 0.067
H 3.969 -2.542 10.658 0.073
F 2.315 -9.095 3.169 0.103
C 3.218 -8.960 4.192 -0.513
F 2.723 -9.668 5.250 0.102
F 4.382 -9.568 3.781 0.103
C 3.457 -7.503 4.543 -0.163
C 3.305 -7.004 5.832 -0.016
C 3.705 -5.695 6.120 -0.028
C 4.255 -4.867 5.137 -0.159
C 4.994 -3.602 5.562 -0.102
C 6.164 -3.214 4.696 -0.199
C 5.935 -2.814 3.396 -0.038
C 6.980 -2.483 2.549 -0.013
C 8.260 -2.399 3.065 -0.167
C 9.383 -1.954 2.174 -0.532
F 10.152 -1.033 2.828 0.107
F 10.212 -2.988 1.819 0.108
F 8.953 -1.368 1.022 0.111
C 8.523 -2.764 4.384 -0.024
C 7.464 -3.165 5.206 -0.007
C 4.268 -5.371 3.831 -0.014
C 3.860 -6.668 3.532 -0.025
H 2.895 -7.671 6.599 0.117
H 3.626 -5.366 7.154 0.110
H 5.309 -3.666 6.609 0.124
H 4.910 -2.756 3.018 0.122
H 6.754 -2.282 1.502 0.124
H 9.532 -2.741 4.753 0.115
H 7.608 -3.404 6.254 0.116
H 4.647 -4.763 3.025 0.088
H 3.875 -7.001 2.490 0.126
```

***

Entry 2:
The following is a DFT calculation (ωB97M-V/def2-TZVPD) of 7 unconnected molecules or ions with the total composition C26H64FN2O8 at a distorted geometry.

Values from the calculation:
LUMO energy, eV: 1.7906
Multiplicity: 1
Net charge: -1
HOMO energy, eV: -3.99
HOMO-LUMO gap, eV: 5.8

Structure (XYZ):
```
101
Properties=species:S:1:pos:R:3:lowdin_charge:R:1
N -1.641 -3.589 3.092 0.025
C -1.286 -2.337 2.403 -0.267
C -0.910 -2.443 0.904 -0.187
C -2.012 -2.181 -0.146 -0.204
C -2.991 -3.349 -0.423 -0.151
C -4.215 -3.438 0.512 -0.281
N -5.404 -2.931 -0.199 -0.030
C -6.539 -2.540 0.636 -0.212
C -6.353 -1.284 1.482 -0.172
F -6.369 -1.501 2.891 -0.099
C -4.521 -4.883 1.039 -0.748
O -5.238 -4.884 2.040 -0.052
O -4.027 -5.817 0.418 -0.044
H -2.547 -3.948 2.802 0.054
H -0.972 -4.307 2.826 0.027
H -0.416 -1.929 2.917 0.076
H -2.142 -1.673 2.508 0.078
H -0.509 -3.449 0.722 0.095
H -0.095 -1.728 0.717 0.087
H -2.588 -1.297 0.176 0.101
H -1.523 -1.895 -1.089 0.093
H -3.380 -3.262 -1.449 0.105
H -2.471 -4.309 -0.380 0.096
H -4.038 -2.810 1.397 0.117
H -5.137 -2.113 -0.742 0.092
H -6.796 -3.376 1.293 0.109
H -7.384 -2.358 -0.041 0.104
H -7.166 -0.566 1.311 0.100
H -5.396 -0.791 1.250 0.107
C 2.446 -6.861 2.447 -0.069
C 1.311 -6.033 1.862 -0.509
C 0.027 -6.835 1.733 -0.054
O 1.699 -5.459 0.611 -0.058
H 2.663 -7.711 1.792 0.076
H 3.351 -6.260 2.541 0.074
H 2.181 -7.252 3.430 0.077
H 1.137 -5.167 2.504 0.127
H 0.179 -7.682 1.055 0.082
H -0.782 -6.224 1.333 0.074
H -0.292 -7.227 2.699 0.085
H 1.828 -6.185 -0.009 0.082
C 2.144 1.556 2.069 -0.058
C 2.293 0.485 3.137 -0.501
C 3.747 0.297 3.550 -0.063
O 1.718 -0.743 2.709 -0.056
H 2.689 1.276 1.164 0.069
H 1.095 1.680 1.799 0.084
H 2.531 2.518 2.415 0.075
H 1.705 0.759 4.016 0.134
H 4.339 -0.019 2.686 0.079
H 3.829 -0.470 4.320 0.076
H 4.175 1.226 3.932 0.074
H 2.187 -1.038 1.920 0.092
C 3.909 4.726 -1.627 -0.061
C 4.065 3.651 -0.560 -0.502
C 5.517 3.477 -0.140 -0.057
O 3.518 2.418 -1.012 -0.061
H 4.465 4.438 -2.524 0.075
H 2.859 4.839 -1.898 0.077
H 4.287 5.690 -1.282 0.076
H 3.469 3.917 0.315 0.127
H 6.117 3.167 -1.000 0.081
H 5.598 2.708 0.629 0.074
H 5.935 4.407 0.250 0.077
H 4.022 2.156 -1.794 0.061
C 2.067 1.211 -4.969 -0.049
C 3.069 2.343 -4.821 -0.494
C 3.464 2.938 -6.159 -0.057
O 4.214 1.913 -4.077 -0.069
H 2.503 0.399 -5.559 0.082
H 1.786 0.814 -3.994 0.084
H 1.167 1.555 -5.479 0.080
H 2.633 3.125 -4.195 0.130
H 3.946 2.180 -6.785 0.081
H 4.166 3.761 -6.022 0.079
H 2.585 3.316 -6.679 0.058
H 4.644 1.205 -4.570 0.091
C -2.580 -0.581 6.094 -0.054
C -2.489 0.343 4.889 -0.508
C -2.884 1.775 5.224 -0.066
O -3.251 -0.169 3.812 -0.063
H -3.612 -0.619 6.455 0.080
H -2.282 -1.590 5.810 0.079
H -1.943 -0.234 6.911 0.074
H -1.462 0.332 4.511 0.132
H -3.923 1.804 5.564 0.077
H -2.796 2.411 4.342 0.074
H -2.256 2.186 6.017 0.073
H -4.179 -0.240 4.075 0.089
C -0.794 6.095 -5.151 -0.059
C 0.437 6.186 -6.039 -0.502
C 0.332 7.310 -7.057 -0.063
O 0.701 4.937 -6.678 -0.064
H -1.680 5.890 -5.759 0.082
H -0.685 5.291 -4.425 0.080
H -0.963 7.029 -4.614 0.080
H 1.318 6.347 -5.415 0.136
H -0.523 7.138 -7.717 0.080
H 1.232 7.358 -7.668 0.078
H 0.190 8.273 -6.566 0.079
H -0.050 4.729 -7.247 0.090
```